(1)
A structure of composition C15H11Cl2NO6RuS. Source: the Open Molecules 2025 dataset; level of theory: ωB97M-V/def2-TZVPD.

Results
* F_max: 0.814 eV/A
* energy above the lowest of the compared OMol25 structures with the same formula, charge and spin: 7.2 kJ/mol
* HOMO level (spin up / spin down): -15.650 / -15.650 eV
* E_tot: -67949.597 eV
* net charge: +2

Each line ends with the Mulliken charge.
Element x y z (Å)
S (2.0275, 0.7325, 0.0589)  0.028
O (6.4095, -3.0676, -2.9102)  -0.430
Cl (-2.4373, -0.7045, 0.2641)  -0.001
C (4.5557, 0.3725, -0.4694)  -0.537
C (3.2699, -0.2689, -0.4567)  0.914
H (-1.1126, 1.5469, -4.1642)  0.463
N (0.1222, -3.1388, -6.3679)  1.030
H (-2.2092, -2.3155, 2.0056)  0.362
H (6.6229, 0.1689, -0.9232)  0.473
C (5.5096, -1.6482, -1.3174)  0.515
H (-2.6745, -0.6764, 2.6308)  0.391
H (4.1888, -3.3104, -1.6706)  0.482
C (-0.3750, -0.4519, -3.8373)  0.267
C (-0.7237, -0.8188, -6.5563)  -0.462
C (5.6572, -0.3188, -0.8921)  -0.727
O (-0.1344, -3.2824, -7.5376)  -0.565
C (-0.2282, -1.8345, -5.7558)  -0.170
C (-0.0453, -1.6844, -4.4033)  -0.329
H (-1.4248, 1.2068, -6.5976)  0.446
C (-2.0736, -1.2431, 1.9287)  -0.186
H (7.8944, -1.8558, -0.5620)  0.344
C (6.6511, -2.4231, -1.9360)  0.499
C (3.1418, -1.6291, -0.8779)  -0.281
O (-0.4531, 0.8261, -1.7914)  -0.722
Cl (-0.3337, -0.8650, 2.2569)  -0.031
C (-0.1913, -0.2703, -2.4208)  1.493
H (-0.8538, -0.9982, -7.6148)  0.537
H (0.3394, -2.5065, -3.8175)  0.578
H (2.1783, -2.1152, -0.8672)  0.540
Ru (-0.0064, 0.0260, -0.0209)  0.482
H (4.6383, 1.4044, -0.1508)  0.443
O (0.2478, -1.1822, -1.6326)  -0.691
O (0.6348, -3.9620, -5.6387)  -0.593
O (7.8667, -2.3164, -1.4110)  -0.414
C (-0.8689, 0.5978, -4.6226)  -0.576
C (4.2489, -2.2921, -1.3103)  -0.908
C (-1.0425, 0.4066, -5.9803)  -0.667

Atoms 1-3, force components in eV/Å:
S -0.35 -0.56 -0.02
O 0.01 0.01 -0.01
Cl 0.02 0.02 0.17

=====

(2)
A cluster of 8 separate species, C8H30F6O7P in total. Source: the Open Molecules 2025 dataset; level of theory: ωB97M-V/def2-TZVPD.

Results
* F_max: 3.203 eV/A
* HOMO level: -8.004 eV
* E_tot: -48714.931 eV
* net charge: -1

Each line ends with the Mulliken charge.
Element x y z (Å)
H (2.5834, -6.6078, 1.4163)  0.308
H (-4.6219, -0.1968, 3.9703)  0.283
C (0.5728, -6.1220, 1.5806)  -0.250
H (-0.2597, -4.8013, 2.7245)  0.324
H (3.3307, 7.7712, -2.9130)  0.257
H (2.1103, -6.8056, 3.0342)  0.274
C (-4.5133, 0.7977, 4.4030)  -0.183
H (0.0970, -2.2540, -6.0900)  0.300
O (-0.2964, -5.7552, 2.6234)  -0.545
O (-3.4361, -3.8748, -1.1073)  -0.638
H (4.9032, -1.4747, -1.8198)  0.344
H (-2.6814, 0.5693, 4.6568)  0.301
H (-5.5664, 1.1197, 6.2469)  0.284
H (2.1199, 3.7750, 4.2391)  0.342
O (-3.3807, 0.7549, 5.2877)  -0.528
H (1.5753, 5.4105, -2.9879)  0.249
H (3.9447, 6.2038, -2.8945)  0.284
P (1.1286, 0.0419, 1.0057)  1.184
C (-1.4297, -0.8031, -5.5083)  -0.140
H (2.8966, 6.9605, -4.2700)  0.330
O (2.1065, 6.0886, -1.1335)  -0.505
H (0.2293, -7.0540, 1.1317)  0.330
H (0.6613, -5.2927, 0.8787)  0.204
H (-2.1177, -0.7298, -4.6660)  0.250
H (-3.0288, -0.7580, -6.4819)  0.313
H (-0.9666, 0.1763, -5.6284)  0.234
F (1.8378, -1.1509, 0.1898)  -0.355
H (-5.9283, 2.3108, 5.1082)  0.274
H (1.9939, 5.2396, 4.6013)  0.310
F (-0.3702, -0.6045, 0.7489)  -0.384
H (2.3646, 5.1641, -1.1177)  0.317
O (2.4990, 4.4513, 4.8006)  -0.651
H (-0.7935, -2.6945, -4.6554)  0.251
H (-3.2939, -3.9993, -0.1689)  0.322
C (3.0615, 6.7581, -3.2117)  -0.955
F (1.0716, 1.0709, -0.1987)  -0.328
C (1.8693, 6.3395, -2.4994)  -0.254
H (-2.6833, -3.3598, -1.3978)  0.316
C (1.9798, -6.1306, 2.1884)  -0.927
H (0.3317, -1.4209, -4.4975)  0.317
O (-2.1870, -1.1925, -6.6370)  -0.519
H (5.9690, -0.6696, -2.5323)  0.313
C (-0.3841, -1.8448, -5.2017)  -1.004
F (0.2457, 1.0203, 2.0606)  -0.405
H (-6.5587, 0.6185, 4.8736)  0.270
H (2.3750, -5.1360, 2.3952)  0.284
F (1.4806, -0.7608, 2.3689)  -0.351
C (-5.7179, 1.2434, 5.1746)  -0.969
H (1.0110, 7.0084, -2.5631)  0.279
F (2.5916, 0.7003, 1.2321)  -0.366
H (-4.4508, 1.4653, 3.5436)  0.268
O (5.7244, -1.5661, -2.3029)  -0.656

Atoms 1-3, force components in eV/Å:
H 0.64 0.28 -0.16
H -0.34 -0.19 0.11
C 1.41 1.45 1.31

=====

(3)
A cluster of 2 separate species, C3H5NO4 in total. Source: the Open Molecules 2025 dataset; level of theory: ωB97M-V/def2-TZVPD.

Results
* F_max: 6.821 eV/A
* energy above the lowest of the compared OMol25 structures with the same formula, charge and spin: 679.4 kJ/mol
* HOMO level: -9.341 eV
* E_tot: -12865.834 eV
* net charge: 0

Each line ends with the Mulliken charge.
Element x y z (Å)
H (-1.9429, 1.5621, -0.4971)  0.251
H (-0.4444, 1.6737, 0.4384)  0.439
H (0.5795, -0.5186, 1.8668)  0.398
N (1.7694, 0.7905, 0.0356)  0.965
H (2.2361, -2.0088, -0.3320)  0.370
C (1.3343, -0.5619, 0.0628)  0.286
O (2.3621, 1.1465, -0.9645)  -0.597
O (1.1127, -1.0917, 1.3125)  -0.536
C (-0.9921, 1.1215, -0.1843)  -0.552
C (-0.5792, -0.0214, -0.6414)  -0.379
H (-0.8502, -0.8491, -1.2235)  0.403
O (1.3913, 1.4826, 0.9948)  -0.618
O (1.8047, -1.3215, -0.8948)  -0.430

Atoms 1-3, force components in eV/Å:
H 0.04 -0.26 0.11
H 2.18 2.26 2.37
H -0.02 0.52 -0.20

=====

(4)
A structure of composition C15H18Cl2N4OPtS2. Source: the Open Molecules 2025 dataset; level of theory: ωB97M-V/def2-TZVPD.

Results
* F_max: 1.706 eV/A
* energy above the lowest of the compared OMol25 structures with the same formula, charge and spin: 158.3 kJ/mol
* HOMO level: -6.397 eV
* E_tot: -73818.382 eV
* net charge: 0

Each line ends with the Mulliken charge.
Element x y z (Å)
C (-0.1392, -1.4146, 1.7006)  0.093
C (4.4382, 3.3635, -1.1944)  -0.524
C (-0.1443, 0.9188, 1.8234)  1.002
H (1.2091, -3.2260, 3.3436)  0.304
H (-4.7143, -0.2408, -0.3357)  0.251
Cl (1.8962, -4.9128, -1.2280)  -0.179
N (-0.2352, -0.1960, 1.1115)  -0.154
C (4.1190, 2.0192, -1.1685)  -0.617
H (1.3826, 4.5852, -1.9962)  0.371
H (-0.0647, -3.8437, -0.4951)  0.002
C (0.2961, -4.1928, -1.4526)  0.100
C (-5.1775, -1.1497, -2.2573)  -1.100
N (-0.2597, 2.0847, 1.1864)  -0.257
H (3.6809, 5.3558, -1.4964)  0.354
H (-0.3496, -4.9383, -1.9013)  0.349
C (-2.9879, -0.3378, -1.4734)  0.382
C (0.0625, 0.8815, 3.2401)  -1.028
C (0.1819, -0.3320, 3.8128)  -0.020
C (2.1624, 3.8710, -1.7557)  -0.602
N (-1.8719, -0.5703, -1.5731)  -0.585
Pt (0.2041, -0.2713, -1.3525)  1.115
H (-4.9241, -2.1679, -1.9674)  0.329
N (0.0923, -1.4681, 3.0856)  0.123
H (5.4493, 3.6854, -0.9801)  0.347
C (1.8306, 2.5140, -1.7269)  0.361
H (4.8715, 1.2744, -0.9363)  0.385
Cl (0.3543, -2.7944, -2.5439)  -0.120
C (-4.4258, -0.1365, -1.3824)  -0.238
C (0.2742, -2.7825, 3.6844)  -0.943
H (-0.0933, 2.9411, 1.6822)  0.219
C (2.8169, 1.5790, -1.4258)  0.386
H (0.1376, 1.7909, 3.8163)  0.353
H (-4.6491, 0.8841, -1.6941)  0.268
H (0.2906, -2.6822, 4.7671)  0.312
S (0.1750, 2.0406, -2.0970)  -0.620
H (-0.5403, -3.4362, 3.3833)  0.291
O (-0.2451, -2.4692, 1.0889)  -0.717
H (0.3511, -0.4528, 4.8742)  0.307
H (-6.2503, -1.0100, -2.1414)  0.326
C (3.4500, 4.2980, -1.4878)  -0.515
S (2.4915, -0.1419, -1.3931)  -0.348
H (-0.2272, 2.0968, 0.1624)  -0.091
H (-4.9184, -1.0162, -3.3060)  0.324

Atoms 1-3, force components in eV/Å:
C 0.01 0.05 0.09
C -0.03 0.02 -0.02
C 0.12 -0.29 -0.01